No. 1
This record from the OMol25 dataset describes a structure of composition C18H16AsF5O8P2PdSTe. The level of theory is wB97M-V/def2-TZVPD.

Geometry as ORCA input:
```
! RIJCOSX wB97M-V def2-TZVPD def2/J DEFGRID3
* xyz -2 3
Pd -1.08189 1.74378 0.19599
S -3.22406 0.73966 -0.69109
C -2.76365 -0.77603 -1.38045
C -3.77349 -1.51251 -2.03617
C -3.49285 -2.72634 -2.62519
C -2.19837 -3.23732 -2.56690
C -1.19838 -2.52760 -1.91829
C -1.45459 -1.30111 -1.32046
As -0.00970 -0.28078 -0.42015
C 1.30310 -0.34537 -1.83362
C 2.21758 -1.38493 -1.95568
C 3.10726 -1.40084 -3.02191
C 3.08445 -0.37756 -3.95914
C 2.17876 0.66664 -3.82483
C 1.28684 0.69275 -2.76148
C 0.53420 -1.57500 0.89390
C 1.82334 -1.53464 1.40941
C 2.18495 -2.41159 2.42176
C 1.26434 -3.31800 2.92213
C -0.02973 -3.34331 2.41951
C -0.39823 -2.46870 1.41123
H -4.77294 -1.09860 -2.06794
H -4.27614 -3.27858 -3.12911
H -1.97036 -4.19153 -3.02643
H -0.19589 -2.93755 -1.87475
H 2.24579 -2.17666 -1.21656
H 3.82421 -2.20829 -3.11241
H 3.78340 -0.38697 -4.78735
H 2.17364 1.47710 -4.54315
H 0.59574 1.52029 -2.62001
H 2.52285 -0.78037 1.07537
H 3.17686 -2.33991 2.84813
H 1.54163 -3.97937 3.73423
H -0.76632 -4.01654 2.83982
H -1.42187 -2.45976 1.06019
O 2.11954 3.37517 2.13673
P 1.69645 1.83848 2.14944
O 2.66489 0.97082 2.84933
O 1.33551 1.46867 0.70772
O 0.28955 1.99670 2.94832
P -1.00471 1.09093 3.22353
O -2.06099 2.19900 3.62003
O -0.84082 0.04165 4.23816
O -1.42501 0.57924 1.81345
H 1.42517 3.96287 2.49965
H -2.17612 2.77318 2.81152
F -1.97450 5.22892 -0.74533
Te -0.83358 4.80965 0.78914
F -2.15100 5.80725 1.71196
F 0.00811 4.92286 2.64370
F -0.07931 6.64986 0.47884
F -0.79785 2.55345 -1.58761
O -2.01581 3.26688 1.17284
*
```

Values from the calculation:
energy	-149927.218	eV
orbital gap (alpha / beta)	6.66 / 4.51	eV
max |F|	1.10	eV/Å
⟨S²⟩	2.028
energy above the lowest of the compared OMol25 structures with the same formula, charge and spin	41.7	kcal/mol

Want to see where the charge sits? The Mulliken charges in e are: atom 1 (Pd): 0.73, atom 2 (S): -0.14, atom 3 (C): 0.63, atom 4 (C): -0.58, atom 5 (C): -0.53, atom 6 (C): -0.73, atom 7 (C): 0.09, atom 8 (C): -0.61, atom 9 (As): 2.45, atom 10 (C): 0.47, atom 11 (C): -0.19, atom 12 (C): -0.75, atom 13 (C): -0.41, atom 14 (C): -0.64, atom 15 (C): -0.79, atom 16 (C): 0.37, atom 17 (C): -0.34, atom 18 (C): -0.90, atom 19 (C): -0.49, atom 20 (C): -0.72, atom 21 (C): -0.43, atom 22 (H): 0.42, atom 23 (H): 0.36, atom 24 (H): 0.39, atom 25 (H): 0.37, atom 26 (H): 0.33, atom 27 (H): 0.38, atom 28 (H): 0.36, atom 29 (H): 0.39, atom 30 (H): 0.46, atom 31 (H): 0.55, atom 32 (H): 0.38, atom 33 (H): 0.36, atom 34 (H): 0.36, atom 35 (H): 0.41, atom 36 (O): -0.59, atom 37 (P): 0.55, atom 38 (O): -0.77, atom 39 (O): -0.37, atom 40 (O): -0.10, atom 41 (P): 0.78, atom 42 (O): -0.65, atom 43 (O): -0.79, atom 44 (O): -0.40, atom 45 (H): 0.40, atom 46 (H): 0.40, atom 47 (F): -0.51, atom 48 (Te): 1.50, atom 49 (F): -0.43, atom 50 (F): -0.65, atom 51 (F): -0.56, atom 52 (F): -0.80, atom 53 (O): -1.01



No. 2
This record from the OMol25 dataset describes a structure of composition C18H16AuBiI2O4S. The level of theory is wB97M-V/def2-TZVPD.

Geometry as ORCA input:
```
! RIJCOSX wB97M-V def2-TZVPD def2/J DEFGRID3
* xyz 4 3
I -4.24030 1.42811 -0.42117
I -0.63286 -3.64619 0.83514
Au 0.68379 -1.57195 -0.56402
Bi -1.58964 0.53182 -0.17352
S -1.60838 -2.03266 -1.17303
C -0.94509 1.50879 -2.42082
C -0.86799 3.14584 0.33376
C -1.62773 -2.21722 -3.02405
C -1.61488 -3.71023 -3.30086
C -0.42261 -1.55305 -3.64549
C -2.94995 -1.58104 -3.43065
C 1.91735 -0.73015 0.89679
C 2.36209 -1.06486 -1.41710
O -0.30437 4.04982 0.74481
O -0.66684 2.36221 -3.13035
O 2.67687 -1.51505 1.43013
O 3.43957 -0.87124 -1.79876
H -1.68644 -3.85622 -4.38497
H -2.45712 -4.22026 -2.82589
H -0.69332 -4.17972 -2.94950
H -0.51587 -1.60961 -4.73878
H 0.49869 -2.06091 -3.34205
H -0.35388 -0.50043 -3.35176
H -3.08388 -1.72004 -4.51219
H -2.99385 -0.50976 -3.20263
H -3.78404 -2.06214 -2.90351
C 0.25742 1.36113 5.27704
C -0.32602 0.35392 4.47756
C 0.17930 0.07681 3.20987
C 1.18466 0.88933 2.65311
C 1.71364 0.69386 1.32656
C 2.24691 1.76123 0.62597
C 2.53324 2.95607 1.32035
C 2.40216 3.00173 2.70462
C 1.64740 2.02463 3.39582
C 1.23992 2.17323 4.74277
H -0.05933 1.49488 6.31214
H -1.16438 -0.21616 4.88153
H -0.22989 -0.74490 2.61426
H 2.45014 1.71414 -0.45416
H 2.92427 3.82329 0.77165
H 2.79343 3.84671 3.28027
H 1.66779 2.97623 5.33111
*
```

Values from the calculation:
energy	-63634.013	eV
orbital gap (alpha / beta)	4.59 / 3.25	eV
max |F|	7.93	eV/Å
⟨S²⟩	2.102
energy above the lowest of the compared OMol25 structures with the same formula, charge and spin	47.3	kcal/mol

Want to see where the charge sits? The Mulliken charges in e are: atom 1 (I): 0.16, atom 2 (I): 0.39, atom 3 (Au): 0.96, atom 4 (Bi): 1.13, atom 5 (S): -0.25, atom 6 (C): 0.21, atom 7 (C): 0.04, atom 8 (C): 1.50, atom 9 (C): -1.63, atom 10 (C): -1.23, atom 11 (C): -1.40, atom 12 (C): -0.48, atom 13 (C): -0.11, atom 14 (O): -0.01, atom 15 (O): -0.04, atom 16 (O): -0.22, atom 17 (O): -0.14, atom 18 (H): 0.46, atom 19 (H): 0.44, atom 20 (H): 0.43, atom 21 (H): 0.54, atom 22 (H): 0.33, atom 23 (H): -0.06, atom 24 (H): 0.46, atom 25 (H): 0.26, atom 26 (H): 0.46, atom 27 (C): -0.63, atom 28 (C): -0.88, atom 29 (C): 0.04, atom 30 (C): 0.60, atom 31 (C): 1.54, atom 32 (C): -0.04, atom 33 (C): -1.16, atom 34 (C): -0.53, atom 35 (C): 0.60, atom 36 (C): -0.82, atom 37 (H): 0.46, atom 38 (H): 0.47, atom 39 (H): 0.18, atom 40 (H): 0.43, atom 41 (H): 0.54, atom 42 (H): 0.49, atom 43 (H): 0.49



No. 3
This record from the OMol25 dataset describes a structure of composition C18H16BrN2O8P2Pd. The level of theory is wB97M-V/def2-TZVPD.

Geometry as ORCA input:
```
! RIJCOSX wB97M-V def2-TZVPD def2/J DEFGRID3
* xyz -1 1
Pd -0.01488 -0.09850 -0.01596
O 5.70023 -1.66163 0.23715
C 4.41371 -1.43610 0.59498
C 3.96043 -0.19572 1.02242
C 2.62386 -0.06078 1.32041
N 1.73378 -1.06600 1.23127
C 2.21715 -2.25648 0.89467
Br 1.04350 -3.73986 0.98094
C 3.53153 -2.50619 0.55023
H 6.18936 -0.83284 0.28182
H 4.61608 0.66228 1.09669
H 2.23372 0.89058 1.64818
H 3.86492 -3.49153 0.26407
O 0.04168 3.68624 -0.92100
P 0.92663 2.88779 0.15490
O 1.99488 3.72954 0.71119
O 1.28630 1.53072 -0.44684
O -0.14902 2.54545 1.34010
P -1.63351 1.92523 1.14794
O -2.58635 3.22329 1.21894
O -1.91397 0.99584 2.25615
O -1.69648 1.45729 -0.30917
H -0.72625 3.12739 -1.13890
H -2.79767 3.39795 2.14238
N -1.13851 -1.64633 0.08956
C -1.79916 -2.02821 -0.91502
C -2.85044 -3.08099 -0.70522
C -3.06668 -3.57923 0.58032
C -4.05509 -4.51973 0.81090
C -4.85378 -4.97148 -0.23370
C -4.65659 -4.46960 -1.51001
C -3.66074 -3.52971 -1.74512
C -1.48756 -1.60018 -2.32561
C -1.62862 -0.28979 -2.77000
C -1.22158 0.05626 -4.05382
C -0.67875 -0.89538 -4.90175
C -0.54333 -2.20757 -4.46465
C -0.94514 -2.55633 -3.18592
H -2.45535 -3.19418 1.38578
H -4.21497 -4.89362 1.81480
H -5.63317 -5.70043 -0.04822
H -5.28184 -4.80444 -2.32871
H -3.52334 -3.13466 -2.74282
H -2.06409 0.45096 -2.11306
H -1.32681 1.08222 -4.38349
H -0.35723 -0.61879 -5.89825
H -0.11818 -2.95874 -5.11924
H -0.82591 -3.57642 -2.83900
*
```

Values from the calculation:
energy	-130394.972	eV
orbital gap (alpha / beta)	7.59 / 7.59	eV
max |F|	1.03	eV/Å
energy above the lowest of the compared OMol25 structures with the same formula, charge and spin	25.2	kcal/mol

Want to see where the charge sits? The Mulliken charges in e are: atom 1 (Pd): 0.37, atom 2 (O): -0.55, atom 3 (C): 1.16, atom 4 (C): -0.62, atom 5 (C): -0.26, atom 6 (N): -0.69, atom 7 (C): 0.08, atom 8 (Br): -0.13, atom 9 (C): -0.44, atom 10 (H): 0.29, atom 11 (H): 0.32, atom 12 (H): 0.52, atom 13 (H): 0.41, atom 14 (O): -0.61, atom 15 (P): 1.00, atom 16 (O): -0.76, atom 17 (O): -0.67, atom 18 (O): -0.17, atom 19 (P): 0.92, atom 20 (O): -0.57, atom 21 (O): -0.73, atom 22 (O): -0.48, atom 23 (H): 0.38, atom 24 (H): 0.31, atom 25 (N): -0.65, atom 26 (C): 0.67, atom 27 (C): 0.62, atom 28 (C): -0.47, atom 29 (C): -0.65, atom 30 (C): -0.37, atom 31 (C): -0.81, atom 32 (C): -0.22, atom 33 (C): -0.12, atom 34 (C): -0.06, atom 35 (C): -0.76, atom 36 (C): -0.40, atom 37 (C): -0.70, atom 38 (C): -0.22, atom 39 (H): 0.47, atom 40 (H): 0.39, atom 41 (H): 0.37, atom 42 (H): 0.37, atom 43 (H): 0.36, atom 44 (H): 0.46, atom 45 (H): 0.41, atom 46 (H): 0.38, atom 47 (H): 0.38, atom 48 (H): 0.48



No. 4
This record from the OMol25 dataset describes the molecule C18H16BrNO4. The level of theory is wB97M-V/def2-TZVPD.

Geometry as ORCA input:
```
! RIJCOSX wB97M-V def2-TZVPD def2/J DEFGRID3
* xyz 0 1
C 7.78431 1.13771 -0.20534
O 6.42374 0.83588 -0.01310
C 6.03704 -0.45185 0.06908
C 6.90416 -1.53707 -0.02403
C 6.42992 -2.83345 0.07006
C 5.08037 -3.07264 0.25783
C 4.20713 -2.00662 0.35247
C 4.65637 -0.68986 0.26313
C 3.71600 0.40459 0.37051
N 4.03603 1.63614 0.29639
O 2.94836 2.44585 0.43523
C 1.74584 1.66128 0.54317
C 0.85732 1.99237 -0.66416
O -0.50531 1.66569 -0.41832
C -0.93899 0.45837 -0.80115
O -0.24142 -0.37380 -1.32922
C -2.38034 0.26109 -0.51022
C -3.15037 1.24535 0.10511
C -4.48991 1.01993 0.35567
C -5.05369 -0.19245 -0.01208
Br -6.89694 -0.50121 0.33273
C -4.30272 -1.18362 -0.62516
C -2.96450 -0.95139 -0.87196
C 2.22698 0.20676 0.59377
H 8.40227 0.76876 0.62004
H 7.83557 2.22462 -0.23461
H 8.15995 0.73234 -1.15076
H 7.96053 -1.37743 -0.17155
H 7.12305 -3.65804 -0.00523
H 4.70989 -4.08352 0.32931
H 3.15538 -2.19854 0.49586
H 1.22717 1.97701 1.45595
H 0.88398 3.07111 -0.83445
H 1.21298 1.46512 -1.55542
H -2.69639 2.18283 0.38360
H -5.09513 1.77623 0.83147
H -4.76150 -2.11979 -0.90345
H -2.35194 -1.70146 -1.34850
H 1.77695 -0.40012 -0.19150
H 2.03704 -0.26214 1.56041
*
```

Values from the calculation:
energy	-98646.749	eV
SMILES string	COc1ccccc1C1=NO[C@@H](COC(=O)c2ccc(Br)cc2)C1
orbital gap	8.33	eV
max |F|	1.00	eV/Å
energy above the lowest of the compared OMol25 structures with the same formula, charge and spin	52.2	kcal/mol

Want to see where the charge sits? The Mulliken charges in e are: atom 1 (C): -0.97, atom 2 (O): -0.37, atom 3 (C): 0.54, atom 4 (C): -0.55, atom 5 (C): -0.67, atom 6 (C): -0.89, atom 7 (C): -0.46, atom 8 (C): 0.44, atom 9 (C): 0.97, atom 10 (N): -0.29, atom 11 (O): -0.40, atom 12 (C): 0.17, atom 13 (C): -0.84, atom 14 (O): -0.37, atom 15 (C): 0.66, atom 16 (O): -0.65, atom 17 (C): 0.21, atom 18 (C): -0.33, atom 19 (C): -0.58, atom 20 (C): 0.13, atom 21 (Br): -0.18, atom 22 (C): -0.49, atom 23 (C): -0.40, atom 24 (C): -0.84, atom 25 (H): 0.36, atom 26 (H): 0.27, atom 27 (H): 0.36, atom 28 (H): 0.40, atom 29 (H): 0.38, atom 30 (H): 0.39, atom 31 (H): 0.34, atom 32 (H): 0.32, atom 33 (H): 0.44, atom 34 (H): 0.36, atom 35 (H): 0.46, atom 36 (H): 0.43, atom 37 (H): 0.43, atom 38 (H): 0.45, atom 39 (H): 0.37, atom 40 (H): 0.40



No. 5
This record from the OMol25 dataset describes the molecule C18H16ClN3O2. The level of theory is wB97M-V/def2-TZVPD.

Geometry as ORCA input:
```
! RIJCOSX wB97M-V def2-TZVPD def2/J DEFGRID3
* xyz 0 1
C -4.93184 -0.31665 1.15739
C -3.64411 0.30783 0.72316
C -2.98102 1.24080 1.50903
C -1.79166 1.82490 1.11393
C -1.22948 1.47881 -0.10911
N -0.02934 2.02331 -0.58417
C 0.95733 2.59605 0.15122
O 0.87947 2.86002 1.33026
C 2.22483 2.92207 -0.64349
C 2.76735 1.75672 -1.48282
N 2.60009 0.47641 -0.81746
C 3.36197 0.15106 0.26350
N 3.27171 -0.92189 0.94586
C 2.31092 -1.83283 0.58675
C 2.16116 -3.00520 1.33441
C 1.19192 -3.91887 0.98956
C 0.35224 -3.69189 -0.10157
C 0.48834 -2.54773 -0.85232
C 1.46941 -1.60990 -0.51913
C 1.61468 -0.38908 -1.29072
O 0.94532 -0.08570 -2.26636
C -1.87511 0.54785 -0.91953
C -3.05733 -0.02524 -0.49541
Cl -3.81751 -1.19595 -1.51966
H -4.82341 -1.39839 1.22788
H -5.71564 -0.11217 0.42881
H -5.23999 0.07042 2.12458
H -3.40960 1.51935 2.46022
H -1.29513 2.53669 1.75083
H 0.18333 1.74992 -1.53720
H 2.01838 3.77042 -1.29900
H 2.96570 3.23861 0.09268
H 2.24039 1.67691 -2.43784
H 3.82973 1.91515 -1.68766
H 4.11068 0.87803 0.54972
H 2.81629 -3.16287 2.17613
H 1.07710 -4.82305 1.56908
H -0.40612 -4.41702 -0.35465
H -0.14869 -2.34884 -1.70059
H -1.44235 0.26195 -1.86631
*
```

Values from the calculation:
energy	-40015.482	eV
SMILES string	Cc1ccc(NC(=O)CCn2cnc3ccccc3c2=O)cc1Cl
orbital gap	8.73	eV
max |F|	0.71	eV/Å
energy above the lowest of the compared OMol25 structures with the same formula, charge and spin	0.0	kcal/mol

Want to see where the charge sits? The Mulliken charges in e are: atom 1 (C): -1.61, atom 2 (C): 0.67, atom 3 (C): -0.81, atom 4 (C): -0.59, atom 5 (C): 0.50, atom 6 (N): -0.15, atom 7 (C): 0.57, atom 8 (O): -0.65, atom 9 (C): -0.67, atom 10 (C): -1.13, atom 11 (N): 0.16, atom 12 (C): 0.02, atom 13 (N): -0.61, atom 14 (C): 0.27, atom 15 (C): -0.44, atom 16 (C): -0.28, atom 17 (C): -0.78, atom 18 (C): -0.55, atom 19 (C): 0.16, atom 20 (C): 0.71, atom 21 (O): -0.72, atom 22 (C): -0.44, atom 23 (C): 0.22, atom 24 (Cl): -0.25, atom 25 (H): 0.34, atom 26 (H): 0.36, atom 27 (H): 0.37, atom 28 (H): 0.31, atom 29 (H): 0.46, atom 30 (H): 0.30, atom 31 (H): 0.39, atom 32 (H): 0.36, atom 33 (H): 0.45, atom 34 (H): 0.44, atom 35 (H): 0.34, atom 36 (H): 0.48, atom 37 (H): 0.40, atom 38 (H): 0.43, atom 39 (H): 0.44, atom 40 (H): 0.53